Entry 1:
The following is a quantum chemistry calculation of one molecule with the formula CH4N2O2, from the Open Molecules 2025 dataset.

Atoms and positions in Å:
C 1.05 0.39 0.05
N -1.04 -0.77 -0.11
N -0.38 0.39 -0.15
O -2.29 -0.95 0.10
O -0.99 1.52 -0.01
H 1.36 0.46 1.05
H 1.41 1.15 -0.46
H 1.40 -0.64 -0.10
H -0.52 -1.54 -0.37

Values from the calculation:
LUMO (alpha / beta), eV: 0.1 / 0.1
HOMO energy (alpha / beta), eV: -9.0 / -8.9
Total energy, eV: -8171.559
2S+1: 1
Gap between HOMO and LUMO (alpha / beta), eV: 9.103 / 9.065



Entry 2:
The following is a quantum chemistry calculation of one molecule with the formula CH4N2O2S, from the Open Molecules 2025 dataset.

Atoms and positions in Å:
C -1.00 -1.42 -0.77
N 0.16 -0.36 -0.78
N 0.54 0.55 0.04
O 1.48 2.37 1.65
O -1.82 -1.41 0.17
S 0.43 1.07 1.52
H 1.06 3.04 2.13
H -0.27 -2.34 -0.69
H -1.43 -1.33 -1.77
H 0.83 -0.18 -1.51

Values from the calculation:
LUMO (alpha / beta), eV: -0.9 / -0.9
HOMO energy (alpha / beta), eV: -7.8 / -7.8
Total energy, eV: -19007.132
2S+1: 1
Gap between HOMO and LUMO (alpha / beta), eV: 6.898 / 6.897



Entry 3:
The following is a quantum chemistry calculation of one molecule with the formula CH4N2O2S, from the Open Molecules 2025 dataset.

Atoms and positions in Å:
C 0.51 0.55 -0.55
N -0.39 -1.93 1.18
N -1.31 -1.56 0.58
O -1.71 1.00 0.94
O -1.95 0.42 -1.39
S -1.26 0.22 -0.17
H 0.57 1.54 -0.95
H 1.12 -0.19 -1.00
H 0.94 0.67 0.51
H -2.24 -1.95 0.60

Values from the calculation:
LUMO, eV: 0.4
HOMO energy, eV: -8.9
Total energy, eV: -19008.564
2S+1: 1
Gap between HOMO and LUMO, eV: 9.299



Number 1: maximum force 5.0 eV Å⁻¹. Number 2: maximum force 4.6 eV Å⁻¹. Number 3: maximum force 4.4 eV Å⁻¹.